Entry P
Density functional theory data (wB97M-V/def2-TZVPD) for an isolated molecule of C6H7NO3.

Results
Orbital gap in eV: 7.578
HOMO in eV: -8.2
LUMO in eV: -0.61

Last column: Mulliken charge in e.
Cartesian coordinates (Å):
C 1.1034 0.7091 0.0716  -0.29
C 0.1138 -1.4551 0.0423  0.08
C 2.1694 0.0654 1.3355  0.56
C 1.0713 -2.0435 0.9287  0.04
C -1.9405 1.4019 -0.4669  -0.83
C -0.9509 0.3634 -1.1044  -0.73
N 0.0885 -0.1165 -0.2903  0.24
O 2.9776 0.8419 1.7467  -0.51
O 1.0498 -3.1958 1.2477  -0.54
O 2.0216 -1.1591 1.4947  -0.26
H 1.0682 1.8199 -0.1301  0.36
H -0.5874 -2.1315 -0.4613  0.30
H -2.5603 0.7594 0.1864  0.28
H -1.2395 2.0127 0.2225  0.26
H -2.3595 1.8694 -1.3443  0.34
H -0.5202 0.8234 -2.0035  0.41
H -1.5052 -0.5651 -1.4754  0.29

***

Entry Q
Density functional theory data (wB97M-V/def2-TZVPD) for an isolated molecule of C6H7NO3.

Results
Orbital gap in eV: 10.232
Structure (SMILES): NC(=O)C1=CCC(=O)OC1
HOMO in eV: -9.9
LUMO in eV: 0.28

Last column: Mulliken charge in e.
Cartesian coordinates (Å):
N -2.7564 -0.2218 -0.8186  -0.46
C -2.0701 -0.0248 0.3139  0.08
O -2.6717 0.8822 0.9642  -0.69
C -0.5843 -0.1021 0.3340  0.53
C 0.0577 -1.2695 0.4262  -0.35
C 1.5483 -1.3139 0.5234  -0.46
C 2.2463 -0.1063 -0.0537  0.46
O 3.4123 -0.1167 -0.3740  -0.58
O 1.5331 0.9951 -0.2694  -0.34
C 0.1898 1.1762 0.1862  -0.39
H -2.6261 -1.1284 -1.2505  0.24
H -3.5937 0.5817 -0.5051  0.39
H -0.4577 -2.2192 0.2701  0.36
H 1.9596 -2.2010 0.0262  0.35
H 1.8543 -1.3928 1.5812  0.26
H -0.2801 1.8380 -0.5503  0.34
H 0.2246 1.7155 1.1451  0.26

***

Top of the stability list: entry Q, leading by 23.5 kcal/mol.

***

Entry P
Density functional theory data (wB97M-V/def2-TZVPD) for a cluster of 2 separate species, H5NO2 in total.

Results
Orbital gap in eV: 10.857
Structure (SMILES): OO.N
HOMO in eV: -9.9
LUMO in eV: 0.91

Last column: Mulliken charge in e.
Cartesian coordinates (Å):
O -0.1307 -0.1154 1.1088  -0.37
O 0.4925 -0.0270 2.4216  -0.36
H -0.7361 -0.8553 1.2614  0.35
H 0.1851 0.8531 2.6771  0.35
N 0.1990 -0.1466 -2.0411  -0.71
H 0.1543 0.8028 -2.3633  0.22
H -0.7775 -0.4059 -1.9378  0.23
H 0.6134 -0.1057 -1.1267  0.29

***

Entry Q
Density functional theory data (wB97M-V/def2-TZVPD) for a cluster of 2 separate species, H5NO2 in total.

Results
Orbital gap in eV: 11.304
Structure (SMILES): OO.N
HOMO in eV: -10.5
LUMO in eV: 0.79

Last column: Mulliken charge in e.
Cartesian coordinates (Å):
O -1.7122 -0.6073 0.0760  -0.34
O -1.1664 0.7157 0.0343  -0.34
H -2.4232 -0.4649 -0.5478  0.34
H -0.2648 0.5188 -0.2470  0.32
N 2.6810 -0.0613 -0.0313  -0.68
H 2.5112 -1.0478 -0.2249  0.25
H 2.4309 0.0841 0.9571  0.26
H 2.0078 0.4714 -0.6003  0.20

***

Top of the stability list: entry P, leading by 1.2 kcal/mol.

***

Entry P
Density functional theory data (wB97M-V/def2-TZVPD) for a cluster of 2 separate species, CH2INO in total.

Results
Orbital gap (spin up / spin down) in eV: 4.115 / 4.291
HOMO (spin up / spin down) in eV: -9.0 / -9.2
LUMO (spin up / spin down) in eV: -4.89 / -4.90

Last column: Mulliken charge in e.
Cartesian coordinates (Å):
C 0.2743 1.0745 -0.0838  0.22
N -0.9013 0.5664 0.1235  -0.27
O 0.6626 2.1954 0.0092  -0.44
I -4.3511 -0.1308 0.0233  0.01
H 0.8700 0.1873 -0.5455  0.22
H -1.1739 -0.4020 0.3923  0.27

***

Entry Q
Density functional theory data (wB97M-V/def2-TZVPD) for a structure of composition CH2INO.

Results
Orbital gap (spin up / spin down) in eV: 9.132 / 9.131
HOMO (spin up / spin down) in eV: -9.1 / -9.1
LUMO (spin up / spin down) in eV: 0.06 / 0.06

Last column: Mulliken charge in e.
Cartesian coordinates (Å):
C -0.3768 -0.2186 -0.0383  0.19
N 0.7140 0.4848 -0.0271  -0.33
O -0.1960 -2.0148 0.0152  -0.62
I -2.2134 0.6142 -0.0411  0.17
H 1.3896 -0.3534 0.1482  0.33
H 0.6826 1.4878 -0.0569  0.26

***

Top of the stability list: entry Q, leading by 8.9 kcal/mol.

***

Entry P
Density functional theory data (wB97M-V/def2-TZVPD) for an isolated molecule of C5H11NOS.

Results
Orbital gap in eV: 9.976
Structure (SMILES): CN(C)C(=O)CCS
HOMO in eV: -9.1
LUMO in eV: 0.85

Last column: Mulliken charge in e.
Cartesian coordinates (Å):
C 1.7836 0.7159 0.7111  -0.99
N 0.7884 0.4991 -0.3316  0.04
C 1.3796 0.4099 -1.7058  -0.95
C 0.0254 -0.7112 -0.1192  0.37
O 0.5356 -1.7673 0.1434  -0.52
C -1.4601 -0.5505 -0.3350  -0.88
C -2.1775 0.2189 0.7583  -0.50
S -2.0642 -0.5886 2.3682  -0.23
H 1.5476 0.1990 1.6254  0.34
H 2.7699 0.3133 0.4526  0.39
H 1.8247 1.7647 0.9940  0.31
H 1.3791 -0.6119 -2.0700  0.34
H 2.4176 0.7377 -1.6573  0.40
H 0.8271 1.0893 -2.3481  0.26
H -1.6092 -0.1781 -1.3549  0.34
H -1.8151 -1.5865 -0.4029  0.40
H -3.2194 0.3384 0.4635  0.36
H -1.7677 1.2286 0.7690  0.37
H -1.1653 -1.5210 2.0394  0.15

***

Entry Q
Density functional theory data (wB97M-V/def2-TZVPD) for a cluster of 2 separate species, C5H11NOS in total.

Results
Orbital gap in eV: 8.616
Structure (SMILES): C=C(C)C.CSN=O
HOMO in eV: -8.7
LUMO in eV: -0.12

Last column: Mulliken charge in e.
Cartesian coordinates (Å):
C 1.5874 -1.1685 -1.2033  -1.06
C 2.1244 -0.2150 -0.4178  1.10
C 1.3951 1.0779 -0.2641  -1.29
C 3.1742 -0.4569 0.5684  -1.07
H 0.6187 -0.9710 -1.6815  0.21
H 1.9638 -2.1099 -1.4449  0.34
H 2.0665 2.0263 -0.1458  0.32
H 0.7537 1.1205 0.7678  0.17
H 0.7173 1.3345 -1.0010  0.41
H 3.8260 -1.2972 0.3504  0.35
H 2.6929 -0.6030 1.5189  0.25
H 3.6814 0.5507 0.5430  0.27
C -4.2780 -0.0464 0.7570  -0.72
S -3.2126 -0.7482 -0.5452  0.02
N -1.8179 0.1228 -0.7729  0.24
O -1.6581 1.1779 -0.1893  -0.38
H -3.7919 0.6881 1.5185  0.29
H -4.6509 -0.9447 1.3798  0.28
H -5.1919 0.4622 0.2621  0.27

***

Entry R
Density functional theory data (wB97M-V/def2-TZVPD) for an isolated molecule of C5H11NOS.

Results
Orbital gap in eV: 4.732
HOMO in eV: -8.6
LUMO in eV: -3.82

Last column: Mulliken charge in e.
Cartesian coordinates (Å):
C -0.0678 -0.5301 1.6911  -0.66
C 1.1127 0.3919 1.8813  -0.58
S 0.9609 1.7589 0.6859  -0.08
C -0.2506 -1.1976 0.2203  0.39
N -1.5055 -0.4283 -0.6411  -0.35
C -0.9829 -0.3001 -2.0935  -0.59
C -0.0406 0.8672 -2.3515  0.00
O -0.2598 -2.4870 0.2217  -0.59
H -1.0112 -0.0120 1.7270  0.33
H 0.0348 -1.4293 2.2584  0.37
H 2.1322 -0.0493 1.8051  0.29
H 1.0873 0.8069 2.9023  0.40
H 0.5143 -0.6559 -0.3160  0.06
H -2.2432 -1.1023 -0.5207  0.27
H -1.9304 -0.2331 -2.6406  0.39
H -0.5039 -1.3363 -2.3351  0.28
H 0.6026 0.5548 -3.1979  0.24
H -0.5775 1.7800 -2.6666  0.32
H 0.5135 1.0398 -1.3628  -0.49

***

Entry S
Density functional theory data (wB97M-V/def2-TZVPD) for an isolated molecule of C5H11NOS.

Results
Orbital gap in eV: 10.094
Structure (SMILES): O=CNCCCCS
HOMO in eV: -9.4
LUMO in eV: 0.68

Last column: Mulliken charge in e.
Cartesian coordinates (Å):
O -2.1442 -3.3062 0.5430  -0.54
C -0.9737 -3.0774 0.3451  0.01
N -0.4243 -1.9253 -0.1296  -0.13
C -1.1338 -0.6690 -0.1513  -0.61
C -0.5542 0.4347 0.7500  -0.59
C 0.1939 1.5276 0.0010  -1.18
C 1.6706 1.2543 -0.3278  -0.42
S 2.2895 2.7724 -1.2561  -0.24
H -0.2617 -3.9121 0.5192  0.31
H 0.5946 -1.9143 -0.1887  0.24
H -0.8539 -0.2655 -1.1637  0.35
H -2.2220 -0.8315 -0.1436  0.28
H 0.1072 -0.0508 1.5035  0.36
H -1.2834 0.9457 1.4033  0.31
H -0.3324 1.8448 -0.9062  0.56
H 0.1339 2.4555 0.6316  0.47
H 2.2461 1.0380 0.5635  0.38
H 1.8198 0.2968 -0.8409  0.31
H 1.1280 3.3824 -1.1523  0.13

***

Top of the stability list: entry S, leading by 7.7 kcal/mol.

***

Entry P
Density functional theory data (wB97M-V/def2-TZVPD) for a cluster of 2 separate species, C5H11NOS in total.

Results
Orbital gap (spin up / spin down) in eV: 8.947 / 6.199
HOMO (spin up / spin down) in eV: -8.5 / -7.1
LUMO (spin up / spin down) in eV: 0.43 / -0.93

Last column: Mulliken charge in e.
Cartesian coordinates (Å):
C 0.7504 1.1791 -1.8118  0.31
C -1.0490 -1.5515 -0.7562  -1.01
C 1.3275 -1.2404 0.5582  -1.29
C -0.6087 0.1886 1.2849  -0.78
C -0.1013 -0.8474 0.2980  0.63
N -1.7408 1.0088 0.9017  -0.69
O 0.6204 0.5417 -2.8068  -0.38
S 1.7420 2.6627 -1.6847  -0.16
H -2.0480 -1.4206 -0.2258  0.33
H -0.9254 -1.0920 -1.6941  0.23
H -0.7449 -2.5237 -0.8815  0.40
H 1.8268 -1.6890 -0.3271  0.32
H 1.7773 -0.2598 0.7475  0.31
H 1.7034 -1.9502 1.3439  0.31
H -0.7912 -0.3381 2.2204  0.42
H 0.1439 0.9194 1.6511  0.36
H -1.3542 1.5057 0.0635  0.27
H 1.3114 3.0197 -0.4574  0.14
H -1.8395 1.8870 1.5761  0.29

***

Entry Q
Density functional theory data (wB97M-V/def2-TZVPD) for a cluster of 2 separate species, C5H11NOS in total.

Results
Orbital gap (spin up / spin down) in eV: 6.822 / 6.821
HOMO (spin up / spin down) in eV: -6.6 / -6.6
LUMO (spin up / spin down) in eV: 0.21 / 0.21

Last column: Mulliken charge in e.
Cartesian coordinates (Å):
C 0.6546 2.6185 -1.1441  -0.59
C -0.2886 0.3157 1.3655  -1.04
C 0.4361 -1.4558 -0.0761  0.13
C 1.9092 -1.1080 -0.1337  -1.13
C -1.9059 -1.1782 0.5479  -0.94
N -0.5174 -0.7508 0.5875  0.15
O -1.2799 1.0394 -1.2862  -0.57
S -0.5860 2.0165 -0.3641  0.39
H 1.2315 3.5329 -0.8269  0.28
H 0.7642 2.4058 -2.1899  0.31
H -1.0968 0.7665 1.9077  0.47
H 0.7256 0.7355 1.5768  0.32
H 0.1273 -2.2448 -0.7903  0.27
H 2.0687 -0.2768 -0.8656  0.25
H 2.3628 -1.8509 -0.7642  0.34
H 2.2558 -0.8783 0.8678  0.34
H -2.1860 -1.9821 -0.1297  0.29
H -2.2523 -1.4308 1.5164  0.37
H -2.4230 -0.2744 0.2011  0.36

***

Entry R
Density functional theory data (wB97M-V/def2-TZVPD) for an isolated molecule of C5H11NOS.

Results
Orbital gap in eV: 9.582
Structure (SMILES): CN[C@@]1(CO)C[C@H]1S
HOMO in eV: -9.0
LUMO in eV: 0.62

Last column: Mulliken charge in e.
Cartesian coordinates (Å):
C 0.2705 -0.6129 2.1064  -1.00
N -0.4207 -0.7051 0.8914  -0.39
C -0.0150 0.0990 -0.3315  0.65
C -0.5624 1.5347 -0.3329  -0.34
O -1.8939 1.7662 0.5288  -0.52
C 1.4913 -0.0183 -0.8768  -1.04
C 0.1944 -0.3613 -1.6175  -0.07
S -0.0211 -1.9415 -2.3026  -0.23
H 1.3384 -0.9633 2.1015  0.31
H -0.1707 -1.3837 2.6837  0.42
H 0.1918 0.2808 2.5901  0.32
H -0.4726 -1.6241 0.4886  0.31
H 0.2652 2.4287 0.1957  0.17
H -0.7329 1.7453 -1.5789  0.23
H -1.9092 0.9824 1.1942  0.33
H 2.0676 -0.7659 -0.4103  0.31
H 2.0646 0.8187 -1.0593  0.25
H -0.1843 0.5086 -2.1638  0.14
H -1.5009 -1.7882 -2.1066  0.15

***

Top of the stability list: entry P, leading by 7.3 kcal/mol.